Formula: C78H181N4O32P7
Source: the OMol25 dataset
Level of theory: ωB97M-V with the def2-TZVPD basis set

Atoms and positions in Å:
C 22.1055 15.4799 11.9295
C 22.4551 14.8138 13.2389
C 21.2272 13.9554 13.7041
C 23.7745 14.0073 13.0560
C 24.2901 13.5325 14.3608
C 24.6221 14.6749 15.2004
C 23.4034 15.5030 15.5149
C 22.4614 14.7877 16.5687
C 23.8492 16.7613 16.2206
N 22.7171 15.9139 14.2097
O 21.5075 16.5614 14.5484
H 21.2710 16.1773 11.9182
H 22.9512 16.1525 11.7260
H 22.1012 14.7469 11.0897
H 20.9148 13.3351 12.8294
H 21.3446 13.2505 14.5017
H 20.4683 14.7094 13.9872
H 23.5674 13.2102 12.3553
H 24.4803 14.6616 12.5933
H 23.5899 12.8645 14.8032
H 25.0774 12.8582 14.1181
H 25.4211 15.2018 14.6577
H 25.1612 14.3936 16.1211
H 22.3347 13.7086 16.4441
H 21.4560 15.2097 16.6246
H 22.8724 14.9669 17.5173
H 24.3276 17.2951 15.3689
H 24.5567 16.5278 17.0398
H 23.0762 17.4300 16.6094
H 21.5640 17.3303 13.9639
C 27.6115 20.3989 18.5851
C 26.1807 20.6353 18.2000
C 25.5978 19.2174 17.7492
C 25.3882 21.1442 19.3682
C 25.6808 22.6140 19.7638
C 25.4715 23.4639 18.5514
C 26.2258 22.9889 17.1809
C 25.5528 23.6487 15.9761
C 27.6141 23.6100 17.2582
N 25.9000 21.5923 17.0792
O 26.7493 21.1920 15.9761
H 27.5503 20.0700 19.6329
H 28.1851 19.7713 17.9447
H 28.0881 21.3332 18.6386
H 24.6242 19.3432 17.1935
H 26.2370 18.8388 16.9587
H 25.6110 18.5490 18.6452
H 24.3462 21.1415 18.9716
H 25.5001 20.4727 20.2918
H 25.0432 22.8759 20.6009
H 26.7556 22.7946 20.1141
H 25.7641 24.5034 18.7594
H 24.3876 23.4765 18.3474
H 25.4074 24.7104 16.1311
H 24.5098 23.3882 15.8258
H 26.0946 23.5015 15.0449
H 28.1214 23.4813 18.1958
H 27.3545 24.6389 17.1557
H 28.2552 23.3535 16.3845
H 27.6244 21.4012 16.2348
C 19.4888 10.8111 17.2746
C 18.4103 11.8389 17.6636
C 19.0043 13.2078 17.4366
C 17.1841 11.6001 16.6132
C 15.8820 12.1294 17.1564
C 15.5560 11.4821 18.4785
C 16.5794 11.8718 19.5523
C 16.4795 13.3255 19.9224
C 16.2475 10.9813 20.7919
N 17.8747 11.4269 19.0190
O 18.9147 11.5810 20.0386
H 19.6302 10.9272 16.2453
H 20.4914 10.8308 17.7689
H 19.0264 9.8187 17.3768
H 19.8805 13.2834 18.0418
H 19.2828 13.3987 16.3880
H 18.3346 13.9979 17.7013
H 17.4354 12.0767 15.6147
H 17.1146 10.4956 16.4894
H 15.9856 13.2046 17.3406
H 15.0139 12.0643 16.4230
H 15.5895 10.3728 18.3558
H 14.5380 11.7973 18.7954
H 16.6083 14.0515 19.1257
H 17.1290 13.5303 20.7273
H 15.4659 13.5126 20.2886
H 16.9928 10.9698 21.5526
H 16.2064 9.9597 20.3804
H 15.2384 11.2303 21.2014
H 18.8903 12.5654 20.3137
C 19.7804 24.2278 24.9221
C 20.0366 22.7915 24.4478
C 21.1214 22.2392 25.3640
C 18.6937 22.0208 24.5059
C 18.5895 20.7211 23.6635
C 19.1110 20.9977 22.1972
C 20.4616 21.7921 22.1164
C 21.5462 20.8196 22.4728
C 20.7376 22.1942 20.6238
N 20.4067 22.9822 22.9720
O 21.6283 23.6686 22.8458
H 19.5847 24.3317 25.9347
H 20.5988 24.9260 24.6693
H 18.9439 24.5877 24.3048
H 21.3794 21.2128 25.0645
H 21.9617 22.9572 25.1936
H 20.7715 22.2958 26.3738
H 18.3484 21.8158 25.5165
H 17.9483 22.6945 24.1605
H 19.2728 20.0844 24.1697
H 17.5692 20.2236 23.6642
H 18.3387 21.6035 21.7216
H 19.3571 20.1036 21.6351
H 21.6273 20.2103 21.6125
H 21.2545 20.1650 23.2618
H 22.5233 21.2798 22.5762
H 21.7327 22.6212 20.6553
H 19.9140 22.9172 20.3139
H 20.6604 21.3318 20.0027
H 22.2970 22.9874 23.0495
C 10.9803 13.9090 11.0197
C 11.9494 14.8023 11.7719
O 11.8204 14.4212 13.1779
P 12.9688 13.5398 13.8082
O 14.2770 13.6623 13.1537
O 12.3439 12.1257 13.7356
C 12.8645 11.1443 14.6084
C 12.4802 9.7534 14.1339
O 12.8710 13.8943 15.3488
C 12.9303 15.2863 15.8151
C 14.1612 15.5708 16.6441
H 9.9383 14.1718 10.9609
H 11.2544 13.8187 9.9724
H 11.1613 12.8939 11.4173
H 12.9642 14.5797 11.4777
H 11.6666 15.8643 11.6327
H 13.9779 11.1592 14.6370
H 12.5391 11.3371 15.5955
H 12.9959 9.4980 13.1997
H 12.7046 9.0221 14.8108
H 11.4045 9.7923 13.9782
H 13.0174 15.8975 14.9256
H 11.9867 15.4702 16.3372
H 14.1904 14.8742 17.4315
H 14.9721 15.4455 15.9562
H 14.1357 16.5831 17.0456
C 16.5924 18.4585 20.7198
C 15.8814 19.2629 19.7111
O 14.4404 19.2055 19.7511
P 13.5949 20.5858 19.8748
O 14.3083 21.6879 19.1615
O 12.1886 20.1917 19.2708
C 11.8619 20.3773 17.9196
C 12.7312 19.5766 16.9135
O 13.2049 20.6441 21.4240
C 14.0477 21.1570 22.4121
C 13.2286 21.2695 23.6614
H 16.6253 18.9741 21.6724
H 16.1082 17.4618 20.8236
H 17.6208 18.3143 20.2980
H 16.1626 20.3083 19.8289
H 16.0956 18.9989 18.6908
H 10.7642 20.2076 17.8166
H 12.0376 21.4305 17.6044
H 13.6684 20.0679 17.0276
H 12.7699 18.5978 17.2453
H 12.5026 19.6410 15.8203
H 14.9488 20.4994 22.6367
H 14.4287 22.0963 22.1498
H 13.8606 21.7288 24.4183
H 12.3320 21.8322 23.4037
H 13.0317 20.2566 23.9357
C 22.5462 12.9360 20.2860
C 21.9017 13.1972 21.6242
O 21.6472 14.5284 21.7921
P 20.2044 15.2125 21.6999
O 19.1156 14.3713 21.3340
O 20.1297 15.9519 23.1337
C 18.9461 15.6153 23.9925
C 17.9117 16.7130 23.8343
O 20.3352 16.3696 20.6887
C 21.4093 17.2921 20.7446
C 21.1594 18.3006 19.6466
H 23.6499 12.8700 20.2307
H 22.2025 11.9670 20.0379
H 22.2088 13.6299 19.4541
H 21.0252 12.5470 21.5665
H 22.4579 12.8127 22.4339
H 18.4869 14.6657 23.7688
H 19.2999 15.5782 25.0263
H 17.0380 16.5678 24.5339
H 18.3566 17.6865 24.1670
H 17.5650 16.8026 22.8184
H 21.4184 17.7895 21.7505
H 22.4457 16.8554 20.6134
H 20.1604 18.7622 19.6604
H 21.8645 19.0479 19.7441
H 21.1580 17.7959 18.6927
C 12.2704 24.0552 20.9888
C 13.6624 24.4597 20.6227
O 14.6293 24.2171 21.6691
P 15.3350 25.5714 22.1905
O 14.4261 26.7280 22.0915
O 15.8596 25.0997 23.6147
C 15.0793 25.1698 24.7704
C 15.7174 24.5219 25.9754
O 16.7425 25.5829 21.3769
C 17.5155 24.3924 21.3476
C 17.0702 23.4690 20.1620
H 11.7809 24.7491 21.6324
H 11.6369 23.8703 20.1098
H 12.2102 23.1061 21.4495
H 13.9664 23.8312 19.7854
H 13.6996 25.4711 20.2597
H 14.7865 26.2091 24.8770
H 14.1334 24.7068 24.5029
H 15.8005 23.4702 25.7089
H 16.6597 24.9983 26.2456
H 15.0122 24.6319 26.8155
H 18.4985 24.7968 21.0618
H 17.5861 24.0110 22.3285
H 17.9059 22.7829 19.8914
H 16.1737 22.9323 20.4085
H 16.9765 24.2452 19.3665
C 22.2627 23.3453 11.4024
C 21.6129 21.9971 10.9640
O 21.4742 21.1108 12.0449
P 22.4399 19.9719 12.3743
O 21.6811 18.8187 12.9086
O 23.5394 20.5942 13.3302
C 24.6030 19.7986 13.9505
C 25.2859 18.9233 12.9432
O 23.2464 19.7417 11.0104
C 22.5278 19.1288 9.9122
C 23.4741 19.2605 8.6857
H 21.6168 23.8985 12.1113
H 23.2850 23.2694 11.8421
H 22.3999 23.9799 10.4924
H 20.5639 22.1196 10.5169
H 22.2457 21.4688 10.1861
H 25.2886 20.5746 14.2645
H 24.1702 19.3168 14.8506
H 24.5450 18.2595 12.5154
H 25.6908 19.5573 12.1347
H 26.0239 18.2257 13.4025
H 22.3727 18.0433 10.0471
H 21.5289 19.6299 9.7908
H 22.9416 18.8658 7.8030
H 23.5913 20.2823 8.4707
H 24.3414 18.6582 8.8886
C 17.8261 16.9956 16.8412
C 18.6986 17.7761 15.8184
O 18.4702 19.1857 15.8166
P 18.7316 20.2884 16.9809
O 18.8322 19.7004 18.3331
O 20.0998 20.9582 16.4975
C 21.3822 20.3238 16.4822
C 22.3180 21.4867 16.6910
O 17.7153 21.4140 16.7090
C 16.2658 21.1773 16.7328
C 15.5237 22.1418 15.8239
H 17.5378 16.0487 16.4654
H 18.3508 16.7633 17.7837
H 16.9857 17.6404 17.0704
H 19.7526 17.5447 15.9421
H 18.3309 17.4990 14.8005
H 21.4482 19.5064 17.2357
H 21.5405 19.8747 15.5081
H 22.1946 22.0967 15.8110
H 22.0249 21.9385 17.6223
H 23.3790 21.2029 16.5989
H 16.1058 20.1528 16.3491
H 15.9984 21.2152 17.8185
H 14.8797 22.8199 16.4360
H 16.2775 22.7738 15.3356
H 14.8467 21.5688 15.2074
C 18.0343 20.3713 11.7674
C 17.3848 19.8316 12.9874
O 16.0345 19.3800 12.6125
P 15.3374 18.3201 13.6292
O 15.1289 18.7971 14.9911
O 14.0071 17.9305 12.8485
C 13.2974 19.1964 12.3862
C 11.9036 18.7728 12.0076
O 16.2980 17.0625 13.6145
C 16.4754 16.2960 12.4167
C 17.7788 15.5013 12.5945
H 17.8736 19.7212 10.8925
H 17.6974 21.4090 11.4397
H 19.1471 20.3509 11.9146
H 17.9717 19.0078 13.4750
H 17.2196 20.6393 13.8196
H 13.2844 19.7603 13.2715
H 13.8905 19.5630 11.5346
H 11.2117 18.3974 12.8652
H 11.3760 19.6432 11.6342
H 11.9085 17.9951 11.2668
H 15.6459 15.6686 12.2691
H 16.5220 17.0540 11.6057
H 17.8384 14.6749 11.8822
H 18.6484 16.1202 12.3236
H 17.7768 15.0171 13.5911

The spin multiplicity is 1. The molar mass is 1904.12 g/mol. For the HOMO energy, the calculation gives -0.2955 Ha.